[1]
Molecular formula: C8H36AlB5O4S2
Method: DFT, wB97M-V/def2-TZVPD

```
56
Properties=species:S:1:pos:R:3:forces:R:3:lowdin_charge:R:1
Al -0.687 -0.195 0.810 -1.899 0.513 0.866 1.322
B -1.500 2.783 1.932 -0.009 -0.195 0.246 -0.424
H -2.438 2.252 1.881 -3.449 -2.387 -0.168 -0.051
H -0.838 2.367 2.676 2.129 -1.775 3.220 -0.058
H -1.057 2.735 0.949 1.489 -0.302 -4.726 -0.059
H -1.638 3.827 2.168 -0.081 4.436 0.823 -0.058
B -2.874 -2.552 1.201 0.604 0.011 0.640 -0.405
H -2.269 -3.437 1.329 2.636 -3.685 0.799 -0.083
H -2.545 -1.810 1.911 0.974 2.716 2.942 -0.101
H -2.589 -2.263 0.201 1.182 1.387 -4.675 -0.092
H -3.914 -2.837 1.218 -4.198 -0.417 -0.013 -0.057
B 2.194 -0.824 0.376 -1.225 0.772 0.794 -0.422
H 2.184 -0.348 1.344 0.156 1.608 3.673 -0.071
H 3.178 -1.157 0.083 3.794 -1.519 -1.111 -0.046
H 1.532 -1.674 0.323 -2.885 -3.961 0.046 -0.078
H 1.865 -0.147 -0.396 -1.322 3.141 -3.171 -0.072
B -3.155 0.583 -0.871 0.754 -1.276 -0.151 -0.403
H -2.236 0.795 -1.396 3.836 0.492 -2.922 -0.073
H -4.011 1.039 -1.344 -3.083 2.558 -1.714 -0.056
H -3.359 -0.469 -0.752 -0.407 -3.928 0.281 -0.082
H -3.024 1.009 0.111 0.133 1.726 4.760 -0.061
B -1.810 0.065 3.805 0.531 0.552 -0.047 -0.361
H -2.547 0.202 3.029 -3.218 1.243 -3.268 -0.026
H -2.415 -0.497 4.500 -2.117 -3.264 2.303 -0.034
H -0.908 -0.456 3.523 4.386 -2.477 -0.862 -0.058
H -1.545 1.038 4.191 1.283 3.695 0.886 -0.043
C 4.131 4.313 0.053 0.207 -1.385 -0.746 -0.205
C 3.034 5.284 0.491 1.144 1.382 0.637 -0.254
C 1.869 4.591 1.094 -1.542 -1.077 0.746 -0.221
S 2.413 2.871 1.509 -1.168 0.930 -0.325 0.708
O 1.305 1.935 1.366 1.864 1.178 0.389 -0.385
O 3.218 2.972 2.720 -0.353 -0.380 -0.694 -0.331
C 3.492 2.871 0.046 -0.152 0.147 0.560 -0.195
H 5.040 4.358 0.653 -0.414 -0.275 0.744 0.100
H 4.561 4.661 -0.886 -0.474 -0.522 -0.576 0.095
H 2.770 6.002 -0.286 -0.271 -0.393 -0.326 0.108
H 3.483 5.931 1.244 0.009 0.052 0.223 0.104
H 0.988 4.493 0.459 0.149 -0.279 -0.290 0.106
H 1.461 5.059 1.989 0.293 -0.143 0.177 0.109
H 2.743 2.677 -0.722 0.172 0.339 -0.368 0.104
H 4.067 1.948 0.125 0.549 0.357 -0.066 0.101
C -1.370 -5.044 -2.775 -0.760 1.730 -2.181 -0.173
C 0.131 -5.140 -3.028 1.484 1.435 0.234 -0.243
C 0.751 -3.836 -2.453 -1.563 -1.097 1.378 -0.210
S -0.441 -2.469 -2.868 3.894 -0.044 0.694 0.745
O 0.027 -2.036 -4.218 -1.628 -0.172 2.045 -0.369
O -0.402 -1.604 -1.683 -0.702 -0.453 -1.942 -0.372
C -1.868 -3.529 -3.005 -0.144 -0.828 -0.275 -0.194
H -1.753 -5.456 -1.842 0.311 0.079 -0.131 0.119
H -1.800 -5.485 -3.674 -0.564 -0.829 0.576 0.094
H 0.519 -5.105 -4.047 -1.036 -0.593 -0.572 0.102
H 0.529 -6.044 -2.569 0.177 0.141 0.151 0.104
H 1.803 -3.616 -2.633 -0.346 0.225 -0.350 0.106
H 0.597 -4.017 -1.389 0.320 0.826 0.385 0.099
H -2.150 -3.386 -4.048 0.067 -0.176 -0.083 0.086
H -2.743 -3.229 -2.428 0.481 0.160 0.538 0.110
```
Positions in Å, forces in eV/Å.

Output
HOMO-LUMO gap = 4.52 eV
net charge = -2
electronic energy = -1789.66292 Ha

=====

[2]
Molecular formula: C15H11Cl2NO2
Method: DFT, wB97M-V/def2-TZVPD

```
31
Properties=species:S:1:pos:R:3:forces:R:3:lowdin_charge:R:1
C 2.708 0.139 1.113 0.113 0.548 -0.528 -0.079
C 2.634 1.513 0.304 -0.463 1.902 -1.524 -0.137
C 3.865 2.460 0.065 -2.720 1.215 -1.362 -0.007
C 3.760 3.802 -0.748 -3.549 -2.485 0.356 -0.030
C 2.377 4.205 -1.383 0.338 -3.586 2.235 0.012
C 1.208 3.236 -1.125 1.079 -1.701 1.431 -0.038
C 1.269 1.920 -0.299 3.464 2.281 -0.856 -0.008
C -0.169 1.248 -0.252 0.666 -0.708 0.943 -0.280
O -0.491 0.093 0.096 1.478 4.795 -1.062 0.052
N -1.114 2.328 -0.689 1.569 -0.263 -0.230 0.101
C -0.321 3.257 -1.557 0.126 2.487 -1.994 -0.326
O -0.806 3.941 -2.486 1.531 -2.611 3.662 0.073
H 2.749 -0.740 0.364 -0.272 1.418 1.195 0.101
H 1.766 0.054 1.775 1.605 0.004 -1.117 0.089
H 3.656 0.078 1.742 -1.325 0.219 -0.759 0.077
H 4.901 2.194 0.493 -1.993 0.340 -0.674 0.101
H 4.671 4.472 -0.892 -1.464 -1.134 0.286 0.092
H 2.204 5.155 -1.979 0.365 -1.479 0.904 0.104
H -1.388 2.872 0.158 -0.112 -0.636 -0.816 0.154
Cl -4.782 -4.744 -1.515 -0.057 -0.152 0.086 0.667
C -3.652 -4.056 -0.404 0.176 0.250 -0.001 -0.691
C -3.401 -4.618 0.847 0.211 0.202 0.101 -0.693
Cl -4.189 -6.059 1.387 -0.112 -0.046 -0.125 0.665
C -2.485 -4.015 1.706 0.156 0.292 -0.106 -0.115
C -1.819 -2.857 1.319 -0.183 -0.166 -0.114 -0.077
C -2.065 -2.298 0.070 -0.103 -0.109 -0.227 -0.077
C -2.981 -2.897 -0.790 0.192 0.009 0.335 -0.102
H -2.286 -4.446 2.682 -0.134 -0.073 -0.150 0.103
H -1.108 -2.390 1.993 -0.072 -0.062 -0.057 0.104
H -1.543 -1.394 -0.234 -0.430 -0.591 0.076 0.060
H -3.169 -2.455 -1.762 -0.078 -0.160 0.091 0.106
```
Positions in Å, forces in eV/Å.

Output
HOMO-LUMO gap = 7.69 eV
net charge = 0
SMILES string = Cc1cccc2c1C(=O)NC2=O.Clc1ccccc1Cl
electronic energy = -1703.65917 Ha